# 1
{"formula": "C25H70O10", "method": "ωB97M-V with the def2-TZVPD basis set", "smiles": "CC(C)O.CC(C)O.CC(C)O.CC(C)O.CC(C)O.CCO.CCO.CCO.CCO.CCO", "mol_weight_g_mol": 530.83, "spin_multiplicity": 1, "de_lowest_kcal_mol": 27.6, "homo_lumo_gap_ha": 0.3636, "e_homo_ev": -9.619, "e_tot_ev": -47532.933, "elements": ["C", "C", "O", "H", "H", "H", "H", "H", "H", "C", "C", "O", "H", "H", "H", "H", "H", "H", "C", "C", "O", "H", "H", "H", "H", "H", "H", "C", "C", "O", "H", "H", "H", "H", "H", "H", "C", "C", "O", "H", "H", "H", "H", "H", "H", "C", "C", "C", "O", "H", "H", "H", "H", "H", "H", "H", "H", "C", "C", "C", "O", "H", "H", "H", "H", "H", "H", "H", "H", "C", "C", "C", "O", "H", "H", "H", "H", "H", "H", "H", "H", "C", "C", "C", "O", "H", "H", "H", "H", "H", "H", "H", "H", "C", "C", "C", "O", "H", "H", "H", "H", "H", "H", "H", "H"], "xyz": [[-12.906, 13.688, 5.802], [-13.164, 15.016, 5.016], [-14.082, 15.789, 5.750], [-13.837, 13.123, 5.851], [-12.496, 14.026, 6.754], [-12.167, 13.105, 5.252], [-13.548, 14.823, 4.014], [-12.274, 15.634, 4.902], [-14.980, 15.585, 5.478], [-12.425, 9.918, 12.286], [-13.784, 10.248, 11.909], [-13.744, 11.292, 10.980], [-12.040, 10.843, 12.715], [-11.799, 9.533, 11.480], [-12.413, 9.158, 13.067], [-14.263, 10.552, 12.840], [-14.454, 9.436, 11.629], [-14.597, 11.387, 10.551], [-17.028, 6.392, 11.503], [-15.897, 5.737, 10.684], [-16.431, 5.232, 9.483], [-16.684, 6.740, 12.477], [-17.791, 5.676, 11.806], [-17.476, 7.259, 11.018], [-15.427, 4.979, 11.311], [-15.175, 6.523, 10.463], [-16.954, 4.460, 9.710], [-18.058, 14.582, 8.409], [-19.143, 13.736, 7.689], [-20.155, 13.337, 8.487], [-17.312, 14.962, 7.711], [-17.537, 13.880, 9.061], [-18.414, 15.412, 9.019], [-18.739, 12.837, 7.223], [-19.535, 14.300, 6.843], [-20.814, 12.952, 7.905], [-15.864, 13.926, 11.766], [-14.929, 14.427, 10.684], [-15.045, 15.824, 10.477], [-15.698, 14.475, 12.693], [-15.743, 12.862, 11.971], [-16.917, 14.056, 11.517], [-15.239, 13.894, 9.784], [-13.891, 14.165, 10.888], [-14.667, 16.069, 9.630], [-20.780, 9.453, 6.051], [-19.505, 10.277, 5.694], [-18.342, 9.524, 5.026], [-19.917, 11.221, 4.804], [-21.554, 10.082, 6.491], [-20.499, 8.693, 6.780], [-21.261, 9.003, 5.183], [-19.206, 10.790, 6.608], [-18.127, 8.614, 5.587], [-17.415, 10.097, 5.040], [-18.559, 9.143, 4.028], [-19.158, 11.760, 4.567], [-12.455, 8.865, 7.754], [-11.612, 8.834, 6.465], [-11.508, 10.188, 5.842], [-10.313, 8.375, 6.747], [-13.502, 8.984, 7.475], [-12.098, 9.632, 8.441], [-12.387, 7.914, 8.282], [-12.134, 8.141, 5.805], [-10.838, 10.855, 6.385], [-12.425, 10.733, 5.621], [-10.976, 10.040, 4.902], [-9.962, 8.860, 7.497], [-20.585, 10.162, 10.008], [-19.932, 10.942, 11.192], [-19.354, 9.994, 12.313], [-18.929, 11.761, 10.614], [-21.535, 9.707, 10.285], [-19.905, 9.378, 9.676], [-20.737, 10.814, 9.147], [-20.675, 11.593, 11.654], [-18.730, 9.182, 11.940], [-20.131, 9.463, 12.862], [-18.711, 10.506, 13.028], [-19.311, 12.370, 9.978], [-14.787, 6.369, 6.430], [-16.109, 5.853, 5.869], [-16.025, 4.380, 5.362], [-17.154, 5.825, 6.822], [-15.004, 7.391, 6.741], [-14.015, 6.339, 5.662], [-14.496, 5.820, 7.325], [-16.537, 6.503, 5.105], [-15.310, 4.295, 4.543], [-16.995, 4.234, 4.886], [-15.788, 3.644, 6.130], [-16.800, 5.566, 7.676], [-17.145, 9.380, 8.378], [-16.041, 10.347, 8.652], [-15.736, 11.311, 7.508], [-16.372, 11.113, 9.826], [-18.128, 9.795, 8.152], [-17.121, 8.588, 9.125], [-16.840, 8.852, 7.475], [-15.125, 9.789, 8.848], [-15.013, 12.058, 7.835], [-16.655, 11.760, 7.130], [-15.373, 10.751, 6.646], [-17.320, 11.267, 9.827]], "lowdin_charge": [-0.07, -0.32, -0.09, 0.06, 0.08, 0.06, 0.10, 0.11, 0.08, -0.10, -0.38, -0.07, 0.09, 0.07, 0.08, 0.11, 0.11, 0.03, -0.08, -0.29, -0.09, 0.07, 0.07, 0.05, 0.11, 0.11, 0.10, -0.04, -0.35, -0.06, 0.07, 0.05, 0.09, 0.08, 0.11, 0.11, -0.08, -0.33, -0.07, 0.08, 0.06, 0.07, 0.08, 0.11, 0.08, -0.03, -0.52, -0.04, -0.05, 0.07, 0.08, 0.08, 0.09, 0.06, 0.07, 0.09, 0.09, -0.05, -0.50, -0.07, -0.04, 0.05, 0.08, 0.08, 0.13, 0.09, 0.07, 0.08, 0.09, -0.04, -0.41, -0.03, -0.08, 0.08, 0.06, 0.05, 0.13, 0.05, 0.07, 0.08, 0.05, -0.04, -0.48, -0.05, -0.08, 0.06, 0.08, 0.08, 0.13, 0.07, 0.07, 0.08, 0.03, -0.03, -0.45, -0.04, -0.07, 0.07, 0.08, 0.06, 0.12, 0.08, 0.06, 0.07, 0.04]}



# 2
{"formula": "C25H70O10", "method": "ωB97M-V with the def2-TZVPD basis set", "smiles": "CC(C)O.CC(C)O.CC(C)O.CC(C)O.CC(C)O.CCO.CCO.CCO.CCO.CCO", "mol_weight_g_mol": 530.83, "spin_multiplicity": 1, "de_lowest_kcal_mol": 39.7, "homo_lumo_gap_ha": 0.3575, "e_homo_ev": -9.547, "e_tot_ev": -47532.410, "elements": ["C", "C", "O", "H", "H", "H", "H", "H", "H", "C", "C", "O", "H", "H", "H", "H", "H", "H", "C", "C", "O", "H", "H", "H", "H", "H", "H", "C", "C", "O", "H", "H", "H", "H", "H", "H", "C", "C", "O", "H", "H", "H", "H", "H", "H", "C", "C", "C", "O", "H", "H", "H", "H", "H", "H", "H", "H", "C", "C", "C", "O", "H", "H", "H", "H", "H", "H", "H", "H", "C", "C", "C", "O", "H", "H", "H", "H", "H", "H", "H", "H", "C", "C", "C", "O", "H", "H", "H", "H", "H", "H", "H", "H", "C", "C", "C", "O", "H", "H", "H", "H", "H", "H", "H", "H"], "xyz": [[-0.869, 0.182, -4.417], [-1.741, -0.835, -3.688], [-1.895, -0.420, -2.330], [-0.067, 0.550, -3.776], [-1.442, 1.062, -4.709], [-0.535, -0.206, -5.379], [-1.388, -1.867, -3.672], [-2.688, -0.925, -4.220], [-2.502, 0.323, -2.366], [-1.095, 4.825, -0.464], [-1.542, 4.331, 0.864], [-0.462, 4.219, 1.735], [-1.896, 4.909, -1.198], [-0.376, 4.141, -0.916], [-0.574, 5.777, -0.365], [-1.982, 3.347, 0.702], [-2.328, 5.021, 1.170], [-0.807, 3.765, 2.507], [2.649, -3.965, 0.676], [2.186, -3.521, 2.091], [2.348, -4.620, 2.975], [2.427, -3.259, -0.125], [2.201, -4.932, 0.450], [3.729, -4.108, 0.663], [1.132, -3.244, 2.129], [2.817, -2.744, 2.523], [3.295, -4.726, 3.092], [2.788, 3.313, 2.264], [4.055, 3.540, 3.037], [5.082, 2.842, 2.355], [1.921, 3.815, 2.695], [2.594, 2.261, 2.055], [2.895, 3.780, 1.285], [4.083, 3.109, 4.037], [4.202, 4.617, 3.121], [5.175, 3.402, 1.580], [5.029, -1.681, -3.735], [3.599, -1.560, -3.173], [3.522, -0.599, -2.104], [5.788, -1.777, -2.958], [5.274, -0.718, -4.183], [5.165, -2.535, -4.399], [3.226, -2.507, -2.783], [2.854, -1.294, -3.924], [2.662, -0.701, -1.690], [-2.122, -2.698, 3.053], [-2.901, -3.540, 4.146], [-3.790, -4.585, 3.594], [-1.987, -4.166, 4.954], [-2.827, -2.084, 2.492], [-1.578, -3.386, 2.405], [-1.338, -2.082, 3.494], [-3.489, -2.799, 4.688], [-4.220, -5.241, 4.351], [-3.280, -5.132, 2.801], [-4.703, -4.178, 3.159], [-1.414, -4.699, 4.399], [0.590, 3.767, -3.964], [2.072, 3.468, -3.756], [2.554, 2.201, -4.464], [2.859, 4.571, -4.228], [0.002, 3.008, -3.446], [0.266, 3.688, -5.001], [0.195, 4.680, -3.517], [2.258, 3.359, -2.687], [2.351, 2.180, -5.535], [2.153, 1.256, -4.097], [3.635, 2.134, -4.337], [2.669, 4.641, -5.166], [-4.200, -3.422, -0.132], [-3.748, -3.854, -1.470], [-4.489, -3.227, -2.682], [-2.402, -3.415, -1.503], [-4.414, -2.353, -0.119], [-3.487, -3.597, 0.673], [-5.122, -3.940, 0.133], [-3.814, -4.942, -1.492], [-4.018, -3.616, -3.585], [-4.480, -2.138, -2.701], [-5.528, -3.549, -2.755], [-2.360, -2.463, -1.385], [-2.201, 1.351, 4.110], [-0.970, 2.131, 4.555], [0.336, 1.658, 3.961], [-1.143, 3.513, 4.374], [-2.179, 0.340, 4.517], [-2.216, 1.143, 3.040], [-3.185, 1.715, 4.407], [-0.950, 2.037, 5.641], [0.293, 1.610, 2.873], [0.722, 0.672, 4.217], [1.136, 2.358, 4.201], [-0.495, 3.979, 4.907], [0.353, 1.526, -0.844], [0.756, 0.080, -0.363], [-0.280, -0.560, 0.550], [0.845, -0.677, -1.503], [-0.703, 1.599, -1.107], [0.972, 1.868, -1.674], [0.489, 2.307, -0.097], [1.695, 0.179, 0.183], [0.028, -1.573, 0.807], [-1.209, -0.763, 0.017], [-0.501, 0.047, 1.427], [0.001, -0.770, -1.950]], "lowdin_charge": [-0.07, -0.29, -0.11, 0.05, 0.08, 0.08, 0.12, 0.11, 0.10, -0.10, -0.36, -0.07, 0.08, 0.04, 0.08, 0.11, 0.11, 0.03, -0.07, -0.30, -0.10, 0.06, 0.07, 0.07, 0.09, 0.11, 0.08, -0.11, -0.33, -0.07, 0.06, 0.07, 0.08, 0.11, 0.11, 0.08, -0.08, -0.31, -0.10, 0.07, 0.06, 0.07, 0.10, 0.09, 0.01, -0.05, -0.52, -0.07, -0.03, 0.07, 0.07, 0.07, 0.14, 0.09, 0.08, 0.08, 0.10, -0.06, -0.47, -0.05, -0.05, 0.05, 0.08, 0.08, 0.13, 0.08, 0.05, 0.08, 0.08, -0.08, -0.48, -0.04, -0.06, 0.09, 0.06, 0.09, 0.14, 0.08, 0.07, 0.07, 0.05, -0.04, -0.48, -0.05, -0.05, 0.07, 0.07, 0.08, 0.13, 0.06, 0.09, 0.07, 0.11, -0.02, -0.45, -0.03, -0.06, 0.07, 0.06, 0.06, 0.14, 0.07, 0.06, 0.06, 0.06]}